99
Properties=species:S:1:pos:R:3 method="wB97M-V/def2-TZVPD" total_charge=-1 total_energy_ev=-121623.2930 e_above_lowest_kj_mol=0.0 orbital_gap_ev=7.1
H 1.5500 6.4802 -5.0707
Cl -2.5872 0.1573 1.1675
H 0.7438 0.2398 3.6641
C 1.0395 3.0414 -3.3799
C -4.8833 3.2774 2.0142
C 2.0943 3.8574 -2.9991
S 2.6882 -1.8307 -0.8066
H 3.1034 5.7283 -3.2983
C -3.9891 4.3407 2.0420
H -1.9554 4.9461 1.7897
S -1.0704 1.1109 -2.0967
C -4.4317 2.0019 1.7328
C 0.3723 -1.7499 2.9722
C 6.1724 1.6440 1.8347
H 2.3473 2.8737 1.9709
C -2.1654 2.8369 1.4900
P 0.8663 1.3811 -2.6326
C -0.7617 4.4049 -0.8988
H 6.9830 -0.3430 1.8554
C 0.3201 6.5385 -1.1381
C 6.2431 0.3189 1.4226
H 0.1001 -1.3496 -3.1817
H 1.9811 -2.1892 -6.9306
H -0.3925 -3.9319 1.6265
N -0.0592 -1.8477 1.7159
C 1.3152 -0.5716 3.2067
C 5.3583 -0.1627 0.4688
C -0.0313 4.1432 0.2622
C 1.4063 5.5177 -4.5943
H 0.4609 7.4622 -1.6855
H 2.3015 1.7187 -5.2242
H -0.6756 2.8399 -4.6489
C 0.3592 2.8395 2.7893
C -3.0813 1.7910 1.4775
H 6.0004 2.1237 -4.7964
P 3.1883 0.0618 -1.3233
H -5.1099 1.1602 1.7060
C 0.3393 4.7080 -4.9710
H 3.5532 2.6316 -0.0932
C 1.0585 6.2839 0.0062
C 0.1551 3.4762 -4.3641
C 1.6385 2.9668 5.2757
H 2.8083 0.1418 -7.0413
C 1.0028 -1.9080 -5.0396
H 2.0746 -0.8851 3.9269
H 6.3402 0.0269 -6.0705
C 4.8020 1.1861 -3.2888
C 0.7063 -1.0184 -4.0188
H 2.5228 -0.8136 1.5772
C 4.4224 -1.1721 -3.5474
C -1.3822 -2.9945 -0.0187
H -5.9351 3.4417 2.2099
H 1.4433 4.9386 1.6150
H -0.3477 5.0402 -5.7401
H -1.1630 5.7736 -2.4891
H 5.3164 -2.0771 -5.2724
C 1.9255 0.7041 -5.1721
O 0.0925 -2.4763 3.9334
C 2.2799 5.0943 -3.6046
H -1.4589 3.6644 -1.2697
H 2.7543 3.5084 -2.2128
C 1.9058 1.1326 -1.3420
H -1.7985 -3.0145 2.0839
H -0.3351 2.8818 6.1090
C 2.2133 -0.1862 -6.1976
Y 0.3030 -0.3572 -0.0418
C -2.6506 4.1156 1.7791
H 3.4696 3.0072 4.1474
P -0.3817 2.5623 1.1361
C 4.2291 0.0002 -2.8307
H -4.3356 5.3421 2.2623
C 4.3946 0.6768 -0.0820
C -0.3808 2.8383 3.9688
C 5.5611 1.1973 -4.4467
C 1.7522 2.9006 2.8777
H 5.1549 3.5218 1.6063
C 4.3310 2.0039 0.3308
C 1.1682 0.2963 -4.0778
H 1.7736 7.0128 0.3677
H 6.8595 2.0151 2.5854
C 0.8796 5.0971 0.7068
H 2.1316 3.0033 6.2386
H 5.3897 -1.2021 0.1636
C 5.1817 -1.1606 -4.7111
H 4.6424 2.1055 -2.7361
C 1.7533 -1.4929 -6.1323
H 0.6400 -2.9263 -4.9783
C 2.3877 2.9708 4.1057
C -0.9129 -2.9872 1.4387
O -0.9890 -1.9791 -0.7365
N 1.8906 -0.1002 1.9386
H 3.9612 -2.0862 -3.1943
H 2.4513 0.7317 2.0763
C 5.7518 0.0197 -5.1609
C 0.2562 2.8993 5.2023
C 5.2161 2.4876 1.2866
O -2.0836 -3.9062 -0.4225
C -0.5935 5.5953 -1.5861
H -1.4605 2.7730 3.9325